(1)
The following is a DFT calculation (ωB97M-V/def2-TZVPD) of 2 unconnected molecules or ions with the total composition CH2FNOS in a non-equilibrium geometry.

Structure (XYZ):
```
7
CH2FNOS (ωB97M-V/def2-TZVPD)
C -0.09479 -0.45107 0.82673
F -1.02865 0.98146 2.00481
H -0.97214 0.85036 -0.26877
H 1.63618 0.07032 -1.71583
N -0.20968 0.18655 -0.31511
O 0.29882 -1.34297 1.38285
S 0.37026 -0.29464 -1.91468
```

The largest force on an atom is 3.65 eV Å⁻¹. The lowest unoccupied orbital energy comes out at -0.93 eV. For the frontier orbital gap, the calculation gives 10.031 eV. The energy above the lowest of the compared OMol25 structures with the same formula, charge and spin comes out at 2.0231 eV. As for the charge: 0. As for the highest occupied orbital energy: -11.0 eV.

---

(2)
The following is a DFT calculation (ωB97M-V/def2-TZVPD) of 9 unconnected molecules or ions with the total composition C23H65N14O14 in a non-equilibrium geometry.

Structure (XYZ):
```
116
C23H65N14O14 (ωB97M-V/def2-TZVPD)
N 2.82168 -0.45875 -4.57835
C -0.17750 2.21043 4.62359
H -2.76902 -5.82449 -0.57641
H 4.54344 -2.42378 -3.13642
H -1.35764 -5.59806 0.53914
H -1.20744 6.02526 5.30927
H -5.28021 3.15966 -0.57730
C -3.21850 1.52974 1.09696
C -0.46864 3.12231 0.05546
H 1.18289 0.00680 3.74167
H 0.77859 -6.57206 -1.18930
H 5.62242 0.06033 0.66528
H -2.10772 -2.35113 1.34751
H 0.21343 1.19338 0.37879
H 0.75758 -5.30372 -3.49332
C -1.18978 5.66712 3.24788
H -6.64352 1.53026 0.97393
O 2.31682 -0.67900 -1.11624
H 5.31892 -2.61658 3.58729
C -5.49317 2.09411 -0.68436
C -1.99887 8.43692 3.19361
H 0.85064 3.75466 3.63005
C 5.18070 -2.52285 -2.25164
H 4.84277 -5.50815 -1.11382
C -2.81767 0.11097 0.62543
H 0.62599 -5.10685 -0.40036
H 0.84614 -3.79150 -2.49518
H -3.23430 -2.46319 0.04915
H 0.16623 -2.20098 -5.03599
N 4.31750 1.21929 -1.99611
H 0.72377 1.99283 5.20626
H -3.02791 2.18607 0.24670
H -3.06073 -0.05133 -0.42830
H -3.08933 -0.90991 -4.21266
O -4.43172 1.57191 -1.50027
H -1.06641 3.81705 2.58735
O -3.50198 -0.84158 1.42308
O 0.41850 -0.13440 -2.02507
H -3.06848 8.35301 2.96370
N -1.22123 4.23032 3.50421
O 3.65074 -3.37728 2.01128
C 2.02515 -1.34365 -5.25192
H -5.01285 1.35831 -3.48574
H -2.73800 6.24326 4.74933
H 6.12939 -2.03459 -2.47735
H -5.72246 0.23746 0.47078
H 3.30816 -0.19903 2.05954
H 2.58761 -0.12041 -3.66669
N -2.56657 -1.09256 -3.37799
O -0.25804 1.50412 3.39597
H -1.52852 -3.50364 -1.56332
C -1.71142 6.46311 4.43780
C 0.11446 0.14987 3.56993
H -0.88211 1.82025 -1.52798
H 5.12111 -0.94411 3.24400
N -1.56723 -2.57486 -1.96006
C -3.16088 -2.16765 1.10161
H 0.14392 4.31096 5.12992
C -1.70603 -5.99553 -0.42276
O -1.44029 7.85293 4.34564
H -1.79654 9.50479 3.27044
N 3.08504 -1.15586 1.86662
H 4.84232 -4.13267 -0.02030
H -0.23815 5.99713 2.81083
C 3.05372 -4.31403 -1.19329
H 4.36281 1.89063 -2.73629
H 0.46245 2.36451 1.66296
H -0.44466 -0.30661 4.39606
H -1.84363 5.88058 2.39665
N 5.14882 0.14703 -0.20954
H -3.33907 1.84069 -3.18042
H -2.50355 1.81161 1.87043
N -4.59149 1.68833 1.59046
H -1.72998 0.08631 0.75285
N 0.85664 -1.60031 -4.62227
O 6.05221 2.14773 -0.80671
H -4.61800 0.91165 2.25165
N 2.57388 -4.95160 -2.43552
O -0.97601 -5.67449 -1.56773
H 2.58429 -4.76390 -0.32214
C -0.06008 3.70535 4.24422
H -1.53671 8.06943 2.27152
N 0.22374 2.13808 0.71269
H -6.42540 2.02605 -1.25499
H 0.64637 -1.28774 -3.67865
N 4.71092 -1.86003 3.31765
C 0.42842 -5.54413 -1.38767
C 5.22856 1.24630 -0.99631
H 3.54618 0.57075 -1.87000
N -0.87000 2.76833 -1.19948
H 4.70961 -2.07380 -1.38504
H -1.06975 1.96971 5.20830
H 2.52944 -1.35974 1.04162
H -3.75235 -2.88160 1.67113
C -4.36548 1.96116 -2.83636
H -1.54142 -1.80909 -1.30275
O 0.45563 -0.86188 -0.00392
O -2.79764 -3.33587 -3.72679
H -2.05245 -0.41492 -2.84505
H -0.20210 -0.43932 2.70841
O 2.37698 -1.84268 -6.31834
C -5.62941 1.32026 0.61815
H -4.67994 2.99519 -3.02435
H 3.51676 -0.02643 -5.15812
C 1.09869 -4.85695 -2.56345
C -2.39347 -2.39711 -3.03655
H -1.40041 3.51221 -1.62375
C 3.82133 -2.20071 2.33314
N 1.07579 -0.56330 -1.04254
O -0.78921 4.15544 0.64251
H 2.88741 -4.34408 -3.18801
H -1.57098 -7.07845 -0.25513
C 4.56665 -4.45232 -1.03025
H 2.71670 -3.27027 -1.26470
H 4.40467 -0.48316 -0.44370
O 5.36947 -3.92727 -2.07532
```

The largest force on an atom is 2.13 eV Å⁻¹. The lowest unoccupied orbital energy comes out at 2.18 eV. For the frontier orbital gap, the calculation gives 8.859 eV. The energy above the lowest of the compared OMol25 structures with the same formula, charge and spin comes out at 0.3405 eV. As for the charge: -1. As for the highest occupied orbital energy: -6.7 eV.

---

(3)
The following is a DFT calculation (ωB97M-V/def2-TZVPD) of a single C5H6O molecule in a non-equilibrium geometry.

Structure (XYZ):
```
12
C5H6O (ωB97M-V/def2-TZVPD)
C 0.65494 -0.09599 0.64357
C 1.05947 0.11775 -0.81380
C -0.65381 0.30279 -0.56824
H -1.06432 0.70708 -1.46147
H 1.25302 -0.15865 1.53230
H -0.73213 -1.96650 0.04602
H -0.99135 1.84545 1.04271
C -0.75993 0.77085 0.85765
C -0.16879 -1.08709 -0.26648
O 0.76935 -1.20324 -1.33314
H 1.94531 0.61009 -1.28073
H -1.31177 0.15746 1.60158
```

The largest force on an atom is 1.99 eV Å⁻¹. The lowest unoccupied orbital energy comes out at 1.15 eV. For the frontier orbital gap, the calculation gives 9.700 eV. The energy above the lowest of the compared OMol25 structures with the same formula, charge and spin comes out at 5.4228 eV. As for the charge: 0. As for the highest occupied orbital energy: -8.6 eV.

---

(4)
The following is a DFT calculation (ωB97M-V/def2-TZVPD) of 2 unconnected molecules or ions with the total composition CH2ClOP in a non-equilibrium geometry.

Structure (XYZ):
```
6
CH2ClOP (ωB97M-V/def2-TZVPD)
H -0.03186 0.36080 1.36867
Cl -2.61360 -0.39509 -0.34083
C 0.28577 -1.49756 -0.45524
P -0.10362 -1.02898 1.41163
O 1.23490 -1.18608 -1.07052
H -0.55514 -2.08748 -0.62092
```

The largest force on an atom is 2.86 eV Å⁻¹. The lowest unoccupied orbital energy (spin up / spin down) comes out at -3.49 / -3.50 eV. For the frontier orbital gap (spin up / spin down), the calculation gives 6.728 / 6.716 eV. The energy above the lowest of the compared OMol25 structures with the same formula, charge and spin comes out at 3.0640 eV. As for the charge: 0. As for the highest occupied orbital energy (spin up / spin down): -10.2 / -10.2 eV.